[1]
{"formula": "C2H4Cl2FN", "method": "wB97M-V/def2-TZVPD", "symbols": ["C", "C", "N", "F", "Cl", "Cl", "H", "H", "H", "H"], "coordinates": [[-0.0334, -0.3085, -0.1089], [-0.8178, -0.2390, 1.4028], [1.1765, 0.3952, 0.0484], [0.9470, 1.7505, -0.1230], [-0.1059, -1.4079, 2.4432], [-2.5497, -0.5170, 1.2186], [0.0973, -1.4157, -0.4206], [-0.6323, 0.2953, -0.8108], [-0.5374, 0.7252, 1.6105], [1.8546, 0.1836, -0.6201]], "forces_ev_per_a": [[-2.3, -1.0, 1.2], [0.8, -2.1, -4.3], [0.6, -0.8, 2.0], [-0.4, 0.8, -0.2], [0.4, -0.4, 0.7], [0.1, 0.3, 0.0], [0.0, 2.0, 0.4], [-0.4, -0.7, 0.1], [-0.1, 2.3, 1.5], [1.2, -0.4, -1.4]], "smiles": "FNCC(Cl)Cl", "homo_lumo_gap_ev": 10.8, "e_above_lowest_ev": 2.442, "energy_ha": -1153.511528}

=====

[2]
{"formula": "C2H4Cl2O5", "method": "wB97M-V/def2-TZVPD", "symbols": ["C", "C", "O", "Cl", "Cl", "O", "O", "H", "H", "H", "H", "O", "O"], "coordinates": [[-0.0078, 0.0042, 6.5464], [1.4976, 0.0039, 6.2418], [2.2323, 0.0006, 7.4020], [1.8400, -1.4771, 5.1748], [1.8426, 1.4867, 5.1800], [-0.7404, 0.0129, 5.2736], [-2.1450, -0.0049, 5.5574], [-0.2434, -0.9204, 7.1100], [-0.2407, 0.9258, 7.1165], [3.1751, 0.0001, 7.1414], [-2.9664, 0.0584, 4.2679], [-3.7989, 0.0318, 3.5261], [-3.2973, 0.3718, 2.3672]], "forces_ev_per_a": [[0.1, 0.0, 0.4], [0.0, 0.0, -1.1], [-0.3, 0.0, -1.2], [0.0, 0.8, 0.8], [0.0, -0.8, 0.8], [-3.6, -0.1, 1.5], [4.7, 0.1, -0.2], [-0.1, 0.6, -0.3], [0.0, -0.6, -0.3], [-0.4, 0.0, 0.3], [-2.5, -0.1, -2.4], [2.0, 0.0, 2.1], [0.2, 0.1, -0.2]], "homo_lumo_gap_ev": [9.3, 6.6], "e_above_lowest_ev": 1.135, "energy_ha": -1374.883124}

=====

[3]
{"formula": "C2H4Cl3OP", "method": "wB97M-V/def2-TZVPD", "symbols": ["C", "C", "O", "P", "Cl", "Cl", "Cl", "H", "H", "H", "H"], "coordinates": [[0.1609, -0.3191, -0.3981], [-1.2229, 0.0392, -0.0490], [0.5877, -1.5110, 0.0782], [1.2951, 1.3897, 0.1873], [-1.2651, 0.3467, 1.7603], [-1.8061, 1.5224, -0.7213], [-2.3600, -1.3116, -0.4267], [0.2440, -0.2127, -1.5178], [0.2458, -1.7464, 0.9186], [2.1291, 1.0960, -0.8408], [1.9914, 0.7069, 1.0094]], "forces_ev_per_a": [[1.5, 3.1, -1.1], [-1.6, -0.2, 1.7], [1.1, -0.6, -1.6], [-3.8, 0.6, -2.3], [-0.2, -0.6, 0.0], [-0.1, 0.3, -0.9], [0.3, 0.4, 0.1], [0.1, -0.7, 1.1], [-0.7, 0.0, 1.4], [1.1, -0.1, -1.1], [2.2, -2.2, 2.8]], "smiles": "O[C@H](P)C(Cl)(Cl)Cl", "homo_lumo_gap_ev": 10.0, "e_above_lowest_ev": 3.787, "energy_ha": -1875.710084}

=====

[4]
{"formula": "C2H4Cl3OP", "method": "wB97M-V/def2-TZVPD", "symbols": ["C", "C", "O", "P", "Cl", "Cl", "Cl", "H", "H", "H", "H"], "coordinates": [[0.3218, 0.1326, -0.0152], [-0.8816, -0.5041, 1.0984], [-1.5415, -2.0838, -0.9854], [-1.2779, -2.1863, 0.4420], [-0.2199, -0.5689, 2.7591], [-2.8839, -2.8036, 1.5483], [0.2033, -3.4526, 1.0095], [-0.1772, 0.2741, -0.9615], [1.0370, -0.6097, 0.0703], [0.6027, 1.1299, 0.5184], [-1.7930, 0.1213, 1.0719]], "forces_ev_per_a": [[-3.6, 1.9, 4.0], [1.8, 0.5, -1.7], [0.0, -0.4, -0.4], [-0.4, 0.8, 0.8], [-0.3, 0.2, -0.5], [0.5, 0.1, -0.3], [-0.4, 0.4, -0.2], [0.2, -0.1, -0.2], [1.8, -1.0, -0.4], [-0.2, -1.9, -1.3], [0.5, -0.5, 0.1]], "smiles": "C[C@H](Cl)P(=O)(Cl)Cl", "homo_lumo_gap_ev": 11.2, "e_above_lowest_ev": 0.172, "energy_ha": -1875.842907}

=====

What did the fourth record say?
{"formula": "C2H4Cl3OP", "method": "wB97M-V/def2-TZVPD", "symbols": ["C", "C", "O", "P", "Cl", "Cl", "Cl", "H", "H", "H", "H"], "coordinates": [[0.3218, 0.1326, -0.0152], [-0.8816, -0.5041, 1.0984], [-1.5415, -2.0838, -0.9854], [-1.2779, -2.1863, 0.4420], [-0.2199, -0.5689, 2.7591], [-2.8839, -2.8036, 1.5483], [0.2033, -3.4526, 1.0095], [-0.1772, 0.2741, -0.9615], [1.0370, -0.6097, 0.0703], [0.6027, 1.1299, 0.5184], [-1.7930, 0.1213, 1.0719]], "forces_ev_per_a": [[-3.6, 1.9, 4.0], [1.8, 0.5, -1.7], [0.0, -0.4, -0.4], [-0.4, 0.8, 0.8], [-0.3, 0.2, -0.5], [0.5, 0.1, -0.3], [-0.4, 0.4, -0.2], [0.2, -0.1, -0.2], [1.8, -1.0, -0.4], [-0.2, -1.9, -1.3], [0.5, -0.5, 0.1]], "smiles": "C[C@H](Cl)P(=O)(Cl)Cl", "homo_lumo_gap_ev": 11.2, "e_above_lowest_ev": 0.172, "energy_ha": -1875.842907}